The following is a DFT calculation (ωB97M-V/def2-TZVPD) of a molecular structure, C84H98F16N22O32S16 in a non-equilibrium geometry.

HOMO-LUMO gap = 6.21 eV
Charge = +6
LUMO energy = -10.3 eV
ΔE to the lowest compared entry with this formula, charge and spin = 55.7 kcal/mol
2S+1 = 1

Cartesian coordinates (Å):
C1 4.900 1.758 5.531
N1 5.326 2.266 4.176
C2 4.790 1.617 3.095
C3 5.119 1.943 1.797
C4 5.971 3.043 1.642
C5 6.384 3.824 2.701
C6 6.067 3.394 3.996
C7 6.297 3.451 0.272
C8 5.253 3.909 -0.473
C9 5.526 4.328 -1.800
N2 6.769 4.195 -2.296
C10 7.787 3.724 -1.570
C11 7.551 3.328 -0.306
C12 7.103 4.808 -3.588
H1 3.830 1.867 5.662
H2 5.311 2.423 6.270
H3 5.286 0.755 5.700
H4 4.230 0.716 3.336
H5 4.754 1.364 0.962
H6 6.979 4.705 2.632
H7 6.501 3.847 4.862
H8 4.264 4.026 -0.073
H9 4.820 4.690 -2.512
H10 8.766 3.750 -2.025
H11 8.385 2.986 0.266
H12 7.817 4.147 -4.081
H13 7.594 5.755 -3.435
H14 6.188 5.003 -4.190
C13 0.557 0.752 8.045
N3 -0.694 1.542 7.836
C14 -1.713 0.964 7.160
C15 -2.989 1.396 7.332
C16 -3.321 2.435 8.201
C17 -2.253 3.079 8.804
C18 -0.938 2.620 8.625
C19 -4.738 2.755 8.621
C20 -5.289 4.038 8.667
C21 -6.506 4.262 9.266
N4 -7.094 3.255 9.979
C22 -6.542 2.043 9.988
C23 -5.397 1.727 9.279
C24 -8.336 3.495 10.784
H15 1.396 1.427 8.235
H16 0.733 0.096 7.200
H17 0.396 0.139 8.944
H18 -1.482 0.095 6.595
H19 -3.802 0.979 6.772
H20 -2.357 3.844 9.569
H21 -0.080 3.040 9.131
H22 -4.844 4.902 8.191
H23 -6.970 5.244 9.454
H24 -7.130 1.298 10.529
H25 -5.010 0.736 9.387
H26 -8.105 4.191 11.590
H27 -8.719 2.603 11.221
H28 -9.103 3.903 10.084
C25 -11.809 5.787 -0.280
N5 -10.292 5.739 -0.478
C26 -9.554 6.566 0.226
C27 -8.203 6.489 0.239
C28 -7.544 5.507 -0.506
C29 -8.326 4.663 -1.271
C30 -9.720 4.851 -1.255
C31 -6.052 5.479 -0.619
C32 -5.377 5.212 -1.789
C33 -4.005 5.253 -1.800
N6 -3.256 5.563 -0.759
C34 -3.862 5.778 0.419
C35 -5.217 5.733 0.491
C36 -1.724 5.744 -0.997
H29 -12.299 4.884 -0.735
H30 -12.103 6.746 -0.738
H31 -12.072 5.623 0.753
H32 -10.088 7.316 0.770
H33 -7.609 7.226 0.773
H34 -7.858 3.899 -1.892
H35 -10.381 4.156 -1.803
H36 -5.840 5.002 -2.742
H37 -3.422 5.044 -2.676
H38 -3.268 5.936 1.305
H39 -5.662 5.987 1.452
H40 -1.393 4.763 -1.390
H41 -1.240 5.972 -0.073
H42 -1.668 6.540 -1.759
C37 4.394 -9.338 9.018
N7 3.997 -8.668 7.729
C38 4.321 -9.251 6.582
C39 4.016 -8.626 5.410
C40 3.505 -7.332 5.390
C41 3.136 -6.786 6.590
C42 3.368 -7.513 7.768
C43 3.389 -6.576 4.099
C44 2.142 -6.008 3.698
C45 2.205 -5.238 2.519
N8 3.266 -5.178 1.703
C46 4.414 -5.788 2.069
C47 4.465 -6.473 3.231
C48 3.200 -4.383 0.440
H43 3.712 -10.145 9.234
H44 4.463 -8.598 9.840
H45 5.350 -9.854 8.913
H46 4.843 -10.184 6.629
H47 4.399 -9.096 4.523
H48 2.635 -5.845 6.687
H49 3.128 -7.070 8.748
H50 1.295 -5.878 4.347
H51 1.306 -4.691 2.153
H52 5.241 -5.661 1.413
H53 5.426 -6.910 3.533
H54 2.167 -4.348 0.105
H55 3.835 -4.943 -0.236
H56 3.462 -3.333 0.584
C49 -3.762 -3.140 2.742
N9 -4.632 -3.188 1.605
C50 -4.771 -2.052 0.834
C51 -5.528 -2.053 -0.325
C52 -6.054 -3.288 -0.692
C53 -6.076 -4.384 0.204
C54 -5.281 -4.318 1.309
C55 -6.768 -3.421 -2.011
C56 -6.213 -3.199 -3.263
C57 -6.939 -3.294 -4.435
N10 -8.261 -3.540 -4.386
C58 -8.833 -3.775 -3.211
C59 -8.120 -3.788 -2.044
C60 -9.106 -3.756 -5.628
H57 -3.165 -2.243 2.641
H58 -3.186 -4.055 2.872
H59 -4.420 -3.048 3.620
H60 -4.188 -1.201 1.195
H61 -5.591 -1.224 -0.994
H62 -6.644 -5.277 -0.042
H63 -5.189 -5.178 1.949
H64 -5.135 -3.028 -3.315
H65 -6.506 -3.240 -5.449
H66 -9.893 -3.999 -3.296
H67 -8.704 -3.965 -1.167
H68 -8.457 -3.601 -6.429
H69 -10.021 -3.167 -5.532
H70 -9.369 -4.792 -5.652
C61 0.020 0.424 2.612
N11 0.130 0.920 1.226
C62 0.800 1.998 0.833
C63 1.191 2.141 -0.474
C64 0.822 1.269 -1.426
C65 -0.077 0.304 -1.056
C66 -0.307 0.050 0.272
C67 1.330 1.327 -2.844
C68 2.691 1.213 -3.165
C69 3.102 1.408 -4.489
N12 2.164 1.684 -5.447
C70 0.805 1.595 -5.152
C71 0.387 1.492 -3.874
C72 2.561 2.168 -6.776
H71 0.414 -0.573 2.653
H72 -1.017 0.451 2.957
H73 0.641 1.096 3.228
H74 0.995 2.715 1.616
H75 1.863 2.906 -0.687
H76 -0.524 -0.426 -1.752
H77 -0.847 -0.807 0.587
H78 3.433 1.005 -2.420
H79 4.151 1.423 -4.767
H80 0.124 1.689 -5.977
H81 -0.698 1.455 -3.716
H82 3.406 1.582 -7.210
H83 2.866 3.243 -6.731
H84 1.682 2.173 -7.405
C73 6.161 -4.968 -13.067
N13 5.826 -4.866 -11.654
C74 6.826 -4.963 -10.777
C75 6.545 -4.801 -9.434
C76 5.250 -4.573 -8.978
C77 4.255 -4.594 -9.964
C78 4.546 -4.778 -11.298
C79 5.012 -3.991 -7.622
C80 4.203 -2.899 -7.484
C81 3.899 -2.343 -6.195
N14 4.337 -2.923 -5.096
C82 5.255 -3.958 -5.242
C83 5.602 -4.488 -6.424
C84 3.494 -2.824 -3.882
H85 5.236 -4.909 -13.600
H86 6.693 -5.929 -13.200
H87 6.771 -4.061 -13.343
H88 7.809 -5.132 -11.199
H89 7.370 -4.770 -8.728
H90 3.201 -4.455 -9.722
H91 3.849 -4.855 -12.101
H92 3.680 -2.446 -8.304
H93 3.169 -1.573 -6.148
H94 5.583 -4.386 -4.318
H95 6.410 -5.222 -6.439
H96 3.143 -1.778 -3.696
H97 4.117 -3.000 -3.006
H98 2.671 -3.491 -4.070
N15 3.099 6.242 -3.136
S1 1.751 5.463 -2.595
O1 1.404 4.245 -3.345
O2 0.618 6.337 -2.195
F1 2.381 4.933 -1.250
S2 3.358 5.610 -4.647
O3 4.631 6.083 -5.124
O4 2.153 5.611 -5.399
F2 3.711 4.068 -4.347
N16 7.585 0.731 -3.889
S3 6.731 -0.274 -3.163
O5 5.885 -1.253 -3.784
O6 6.119 0.293 -2.004
F3 7.878 -1.197 -2.439
S4 7.455 1.023 -5.442
O7 6.184 1.696 -5.663
O8 7.913 -0.034 -6.347
F4 8.535 2.259 -5.631
N17 1.069 -0.903 -7.567
S5 0.099 -2.057 -6.900
O9 0.789 -3.236 -6.557
O10 -1.211 -2.168 -7.484
F5 -0.098 -1.227 -5.598
S6 1.461 -0.768 -9.053
O11 0.836 0.360 -9.648
O12 1.649 -2.026 -9.671
F6 3.006 -0.173 -8.820
N18 1.661 3.331 3.821
S7 1.115 3.711 5.294
O13 1.009 2.521 6.086
O14 0.117 4.765 5.603
F7 2.481 4.336 5.887
S8 2.227 4.494 2.970
O15 1.455 5.660 2.657
O16 2.913 3.996 1.914
F8 3.496 5.023 3.862
N19 -3.938 2.257 3.964
S9 -3.998 1.577 2.562
O17 -5.036 1.833 1.623
O18 -3.622 0.191 2.752
F9 -2.700 2.046 1.749
S10 -3.966 3.798 4.497
O19 -4.438 3.718 5.889
O20 -4.732 4.754 3.710
F10 -2.630 4.359 4.619
N20 -0.111 -3.902 -0.420
S11 -1.222 -3.936 0.612
O21 -2.082 -2.811 0.598
O22 -0.762 -4.245 1.926
F11 -2.240 -5.197 0.379
S12 -0.279 -4.124 -1.936
O23 0.766 -3.323 -2.570
O24 -1.597 -3.988 -2.410
F12 0.178 -5.510 -2.257
N21 1.010 -2.454 4.171
S13 2.492 -2.155 4.061
O25 2.749 -1.542 2.783
O26 3.402 -3.185 4.390
F13 2.681 -0.903 4.933
S14 0.087 -2.783 5.386
O27 -0.958 -3.676 5.043
O28 -0.376 -1.674 6.215
F14 1.199 -3.521 6.460
N22 -4.561 0.432 -3.408
S15 -6.080 1.160 -3.269
O29 -6.426 1.574 -4.572
O30 -6.307 2.087 -2.134
F15 -6.997 -0.120 -2.958
S16 -3.602 0.418 -2.145
O31 -2.633 1.499 -2.252
O32 -3.052 -0.873 -1.991
F16 -4.364 0.789 -0.745